Record 1
This record from the OMol25 dataset describes a 3-piece molecular cluster, C20H42O9 overall at a distorted geometry. The level of theory is ωB97M-V/def2-TZVPD.

```
71
Properties=species:S:1:pos:R:3:mulliken_charge:R:1
O 2.042 0.079 -2.421 -0.34
O 0.306 4.386 8.114 -0.37
O -0.928 3.867 5.494 -0.32
O -0.805 -3.397 -5.148 -0.49
O 0.055 -0.967 -2.971 -0.17
O -2.895 0.242 1.310 -0.39
O -2.623 -0.340 4.179 -0.33
O 0.342 0.024 -0.981 -0.63
O -2.291 -4.206 -3.705 -0.58
C 0.788 -0.264 -2.077 0.47
C 3.725 -0.087 -4.189 -0.56
C 2.757 -3.545 -2.314 -0.72
C -1.930 -0.707 -4.353 -0.99
C -3.406 0.804 4.468 -0.46
C -0.072 3.106 7.630 -0.58
C -0.797 5.201 8.462 -0.71
C 2.978 -2.287 -5.201 0.80
C -2.716 -2.009 -4.505 -0.54
C -3.220 -1.205 3.228 -0.69
C -1.920 -3.282 -4.393 0.58
C -1.806 1.150 1.405 -0.40
C -2.605 -1.033 1.857 -0.33
C 2.350 0.461 -3.772 -0.25
C -0.366 5.072 5.006 -0.80
C 3.884 -3.362 -4.594 -0.92
C -1.327 -0.525 -2.972 -0.33
C 3.206 -4.264 -3.586 -0.69
C 0.028 3.026 6.124 -0.45
C 3.716 -0.977 -5.417 -1.34
H 4.735 -1.230 -5.687 0.42
H 1.744 -3.174 -2.388 -0.02
H -3.034 -1.782 1.183 0.39
H -3.046 -2.232 3.567 0.38
H -3.190 -2.013 -5.480 0.39
H 3.435 -2.755 -2.014 0.23
H -2.789 1.493 5.043 -0.02
H -1.348 0.517 -2.691 0.55
H -1.268 4.840 9.383 0.33
H 3.302 -0.407 -6.243 0.43
H -1.084 2.852 7.956 0.32
H 4.147 -0.641 -3.359 0.26
H -1.879 -1.125 -2.262 0.24
H 0.239 5.571 5.766 0.35
H -4.301 -1.042 3.181 0.34
H -2.638 0.099 -4.503 0.41
H 2.531 -2.610 -6.131 0.54
H 3.921 -5.024 -3.298 0.37
H 0.250 4.878 4.121 0.31
H -2.179 2.139 1.140 0.26
H -1.401 1.191 2.419 0.33
H 4.401 0.739 -4.372 0.41
H 0.619 2.379 8.067 0.38
H -1.018 0.870 0.704 0.08
H -0.421 6.207 8.635 0.25
H -1.176 -0.572 -5.120 0.36
H 1.040 3.276 5.793 0.39
H -3.488 -2.061 -3.756 0.34
H -4.278 0.525 5.070 0.33
H 2.172 -2.094 -4.495 -0.63
H 1.599 0.117 -4.467 0.15
H -1.188 5.727 4.722 0.25
H -0.186 1.999 5.810 0.35
H -0.279 -2.597 -5.063 0.29
H 2.740 -4.264 -1.503 0.44
H 2.346 -4.764 -4.013 0.34
H -3.737 1.308 3.557 0.32
H -1.525 -1.198 1.901 0.29
H -1.542 5.236 7.663 0.31
H 2.428 1.537 -3.810 0.40
H 4.767 -2.888 -4.178 0.37
H 4.231 -3.990 -5.409 0.34
```

Computed properties:
- HOMO (eV) = -8.92
- energy relative to the best compared isomer or geometry (same formula, charge and spin) (kJ/mol) = 86.93
- SMILES = CCCCCCCOC(=O)OCCCC(=O)O.COCCOC.COCCOC
- net charge = 0

Record 2
This record from the OMol25 dataset describes C3H5NO as an isolated structure at a distorted geometry. The level of theory is ωB97M-V/def2-TZVPD.

```
10
Properties=species:S:1:pos:R:3:mulliken_charge:R:1
O -1.477 1.716 -0.276 -0.42
N -0.709 -0.170 0.971 -0.07
C -0.614 1.207 -1.270 -0.09
C -0.331 -1.142 1.585 -0.25
C -0.587 0.818 0.100 0.08
H 1.636 -0.118 0.105 0.01
H 0.256 1.848 -1.487 0.30
H 0.354 -0.989 2.412 0.23
H 1.650 0.646 -0.062 -0.01
H -1.103 0.430 -1.922 0.22
```

Computed properties:
- HOMO (eV) = -7.71
- energy relative to the best compared isomer or geometry (same formula, charge and spin) (kJ/mol) = 627.19
- net charge = 0

Record 3
This record from the OMol25 dataset describes C2NO4 as an isolated structure at a distorted geometry. The level of theory is ωB97M-V/def2-TZVPD.

```
7
Properties=species:S:1:pos:R:3:mulliken_charge:R:1
O -2.056 0.700 0.607 -0.72
O 1.652 -0.776 0.920 -0.48
O -1.284 -1.245 -0.608 -0.41
O 1.701 1.232 -0.154 -0.48
N -0.187 -0.134 -0.758 -0.44
C -1.302 0.004 -0.214 0.83
C 1.428 0.172 0.269 0.70
```

Computed properties:
- HOMO (eV) = -4.80
- energy relative to the best compared isomer or geometry (same formula, charge and spin) (kJ/mol) = 113.74
- net charge = -1

Record 4
This record from the OMol25 dataset describes one molecule with the formula C2H3F2IO2 at a distorted geometry. The level of theory is ωB97M-V/def2-TZVPD.

```
10
Properties=species:S:1:pos:R:3:mulliken_charge:R:1
I -1.436 0.734 -2.122 0.01
F -1.561 -1.264 0.149 -0.19
F -1.607 0.872 0.886 -0.20
O 1.005 0.954 -0.315 -0.51
O 1.040 -0.742 1.237 -0.52
C -1.140 -0.028 0.021 0.45
C 0.406 -0.242 -0.006 -0.14
H 1.102 -0.125 1.936 0.32
H 0.557 -1.032 -0.766 0.45
H 1.634 0.873 -1.021 0.35
```

Computed properties:
- HOMO (eV) = -9.78
- energy relative to the best compared isomer or geometry (same formula, charge and spin) (kJ/mol) = 0.00
- SMILES = OC(O)C(F)(F)I
- net charge = 0

Record 5
This record from the OMol25 dataset describes C3H4O5Tl as an isolated structure at a distorted geometry. The level of theory is ωB97M-V/def2-TZVPD.

```
13
Properties=species:S:1:pos:R:3:mulliken_charge:R:1
Tl -0.033 1.700 -1.344 0.69
O 1.474 -0.822 1.288 -0.34
O -1.474 -0.255 -1.873 -0.41
O -2.014 -2.413 -1.687 -0.36
O 0.691 1.237 0.783 -0.67
O 0.487 0.409 2.835 -0.62
C 0.764 0.299 1.633 0.73
C -1.763 -1.228 -1.236 0.45
C 2.868 -0.843 1.501 -0.61
H 3.047 -1.403 2.426 0.23
H -1.613 -3.104 -1.136 0.39
H 3.275 0.173 1.626 0.31
H 3.382 -1.353 0.671 0.21
```

Computed properties:
- HOMO (alpha / beta) (eV) = -8.42 / -8.42
- energy relative to the best compared isomer or geometry (same formula, charge and spin) (kJ/mol) = 90.01
- multiplicity = 2
- net charge = 0

Which of these has the highest energy relative to the best compared isomer or geometry (same formula, charge and spin)? C3H5NO